1.
Density functional theory data (the ωB97M-V functional and the def2-TZVPD basis) for a molecular structure, C2H4N2S2 at a distorted geometry.

```
10
Properties=species:S:1:pos:R:3
C 0.671 -0.394 -1.039
C 0.669 -0.421 0.496
N -0.264 -0.648 -1.747
N -0.494 -1.074 0.962
S -2.575 0.844 -0.021
S -1.705 -1.121 -0.017
H 1.764 -0.088 -1.161
H 1.644 -0.897 0.729
H 0.683 0.662 0.870
H -1.905 0.809 -1.234
```

Results
E_HOMO, Ha: -0.3310
Strongest force on any atom, hartree/bohr: 0.07143
LUMO level, eV: -1.09
E_tot, eV: -26785.865
Energy above the lowest of the compared OMol25 structures with the same formula, charge and spin, kJ/mol: 400.4

2.
Density functional theory data (the ωB97M-V functional and the def2-TZVPD basis) for C2H4N2S2 in the gas phase at a distorted geometry.

```
10
Properties=species:S:1:pos:R:3
C -1.190 -0.488 -0.069
C 1.141 0.167 1.173
N -0.284 0.525 -2.094
N -0.393 0.040 -0.981
S -2.155 -1.741 -0.618
S -0.486 -0.214 1.703
H 1.562 -0.565 0.508
H 1.885 0.173 2.087
H 1.061 1.032 0.661
H -1.142 1.072 -2.372
```

Results
E_HOMO (spin up / spin down), Ha: -0.2842 / -0.3271
Strongest force on any atom, hartree/bohr: 0.08373
LUMO level (spin up / spin down), eV: 0.08 / -2.57
Spin multiplicity: 3
E_tot, eV: -26784.548
Energy above the lowest of the compared OMol25 structures with the same formula, charge and spin, kJ/mol: 213.7

3.
Density functional theory data (the ωB97M-V functional and the def2-TZVPD basis) for C2H4N2S3 in the gas phase at a distorted geometry.

```
11
Properties=species:S:1:pos:R:3
S 2.001 1.388 0.488
C 0.704 0.284 0.393
C 0.730 -1.057 -0.076
N -0.509 -1.642 -0.328
S -1.698 -0.798 0.596
N -0.641 0.644 0.482
S -1.076 2.012 -0.506
H 0.999 2.239 0.657
H 1.509 -1.757 0.031
H -0.687 -2.687 -0.111
H -1.333 1.375 -1.626
```

Results
SMILES: SC1=CNSN1S
E_HOMO, Ha: -0.2621
Strongest force on any atom, hartree/bohr: 0.13648
LUMO level, eV: 0.17
E_tot, eV: -37621.311
Energy above the lowest of the compared OMol25 structures with the same formula, charge and spin, kJ/mol: 300.3

4.
Density functional theory data (the ωB97M-V functional and the def2-TZVPD basis) for 2 unconnected molecules or ions with the total composition C2H4N2S3 at a distorted geometry.

```
11
Properties=species:S:1:pos:R:3
C 2.183 0.229 0.020
N 1.904 -1.034 -0.164
N 0.982 -1.794 -0.212
S 0.498 -3.152 0.394
H 1.717 0.954 0.631
H 3.141 0.427 -0.366
S -1.058 0.518 1.093
C -2.342 0.078 0.165
S -2.682 -1.502 -0.593
H -3.098 0.749 -0.178
H -1.412 -1.993 -0.664
```

Results
SMILES: C=NN=S.S=CS
E_HOMO, Ha: -0.3029
Strongest force on any atom, hartree/bohr: 0.06281
LUMO level, eV: -0.91
E_tot, eV: -37620.467
Energy above the lowest of the compared OMol25 structures with the same formula, charge and spin, kJ/mol: 381.8

5.
Density functional theory data (the ωB97M-V functional and the def2-TZVPD basis) for C2H4N2Se in the gas phase at a distorted geometry.

```
9
Properties=species:S:1:pos:R:3
C 0.104 -1.263 0.026
N -1.154 -0.604 0.206
N -1.179 0.568 0.130
C 0.054 1.299 0.016
Se 1.569 0.047 -0.002
H 0.041 -2.085 0.749
H 0.228 -1.591 -0.982
H 0.172 1.789 -1.081
H 0.165 1.840 0.938
```

Results
SMILES: C1N=NC[Se]1
E_HOMO, Ha: -0.3159
Strongest force on any atom, hartree/bohr: 0.07900
LUMO level, eV: 0.67
E_tot, eV: -70462.774
Energy above the lowest of the compared OMol25 structures with the same formula, charge and spin, kJ/mol: 69.5

6.
Density functional theory data (the ωB97M-V functional and the def2-TZVPD basis) for a molecular structure, C2H4N3P at a distorted geometry.

```
10
Properties=species:S:1:pos:R:3
C -0.894 2.643 0.366
C 0.337 -0.950 -0.259
N -0.348 2.490 -0.846
N 0.137 1.465 -1.233
N -0.026 0.332 0.139
P -0.802 1.137 1.337
H -1.447 3.533 0.779
H 1.068 -0.989 -1.079
H 0.760 -1.471 0.484
H -0.544 -1.417 -0.455
```

Results
E_HOMO, Ha: -0.3275
Strongest force on any atom, hartree/bohr: 0.08771
LUMO level, eV: -0.04
E_tot, eV: -15894.964
Energy above the lowest of the compared OMol25 structures with the same formula, charge and spin, kJ/mol: 208.7

7.
Density functional theory data (the ωB97M-V functional and the def2-TZVPD basis) for C2H4N3P in the gas phase at a distorted geometry.

```
10
Properties=species:S:1:pos:R:3
P -1.815 0.128 0.504
C -0.054 0.225 0.346
C 1.158 -1.098 0.322
N 2.205 -0.403 0.337
N 1.998 0.849 0.217
N 0.710 1.243 0.313
H -1.717 -1.170 0.392
H -2.081 0.347 -1.004
H 1.048 -2.193 0.297
H 2.839 1.535 0.400
```

Results
SMILES: Pc1cn[nH]n1
E_HOMO, Ha: -0.3314
Strongest force on any atom, hartree/bohr: 0.10312
LUMO level, eV: 0.98
E_tot, eV: -15894.419
Energy above the lowest of the compared OMol25 structures with the same formula, charge and spin, kJ/mol: 261.2

8.
Density functional theory data (the ωB97M-V functional and the def2-TZVPD basis) for a molecular structure, C2H4N4.

```
10
Properties=species:S:1:pos:R:3
N 2.003 -0.058 -0.170
C 0.588 0.064 -0.129
N 0.681 -0.837 0.777
N -1.567 -0.513 0.701
C -1.514 0.384 -0.219
N -0.302 0.774 -0.752
H 2.575 0.624 0.308
H 2.433 -0.607 -0.900
H -2.509 -0.721 1.021
H -2.389 0.890 -0.636
```

Results
E_HOMO, Ha: -0.3350
Strongest force on any atom, hartree/bohr: 0.00772
LUMO level, eV: 0.36
E_tot, eV: -8095.755
Energy above the lowest of the compared OMol25 structures with the same formula, charge and spin, kJ/mol: 343.4

9.
Density functional theory data (the ωB97M-V functional and the def2-TZVPD basis) for 2 unconnected molecules or ions with the total composition C2H4N4 at a distorted geometry.

```
10
Properties=species:S:1:pos:R:3
C 1.515 -0.998 0.278
C 1.785 1.007 -0.346
N 2.449 -0.013 0.299
N 0.424 -0.548 -0.281
N 0.573 0.698 -0.763
N -2.141 -0.860 0.197
H 1.582 -1.812 0.830
H 2.039 2.018 -0.422
H -1.542 -0.040 0.044
H -2.478 -0.748 1.157
```

Results
E_HOMO (spin up / spin down), Ha: -0.3985 / -0.3890
Strongest force on any atom, hartree/bohr: 0.08437
LUMO level (spin up / spin down), eV: -0.95 / -3.55
E_tot, eV: -8093.480
Energy above the lowest of the compared OMol25 structures with the same formula, charge and spin, kJ/mol: 562.9

10.
Density functional theory data (the ωB97M-V functional and the def2-TZVPD basis) for C2H4N4 in the gas phase.

```
10
Properties=species:S:1:pos:R:3
C 0.643 -1.563 -0.426
N 0.248 -0.324 -0.068
N 0.929 0.707 0.412
C -0.019 1.669 0.540
N -1.232 1.315 0.186
N -1.039 0.039 -0.189
H 1.675 -1.639 -0.719
H -1.602 -0.475 -0.846
H 0.193 -2.366 0.142
H 0.203 2.638 0.968
```

Results
E_HOMO (spin up / spin down), Ha: -0.2788 / -0.2788
Strongest force on any atom, hartree/bohr: 0.01128
LUMO level (spin up / spin down), eV: 0.39 / 0.39
E_tot, eV: -8095.311
Energy above the lowest of the compared OMol25 structures with the same formula, charge and spin, kJ/mol: 386.2

11.
Density functional theory data (the ωB97M-V functional and the def2-TZVPD basis) for C2H4N4 in the gas phase.

```
10
Properties=species:S:1:pos:R:3
N -1.757 -0.181 -0.195
C -0.382 -0.209 -0.193
N 0.512 -1.153 -0.321
C 1.664 -0.474 0.024
N 1.533 0.789 0.315
N 0.186 0.976 0.178
H -2.004 0.418 0.582
H -2.270 -1.049 -0.223
H 2.631 -0.951 0.091
H -0.116 1.834 -0.259
```

Results
SMILES: Nc1ncn[nH]1
E_HOMO, Ha: -0.3362
Strongest force on any atom, hartree/bohr: 0.01419
LUMO level, eV: 0.85
E_tot, eV: -8098.897
Energy above the lowest of the compared OMol25 structures with the same formula, charge and spin, kJ/mol: 40.3

12.
Density functional theory data (the ωB97M-V functional and the def2-TZVPD basis) for C2H4N4 in the gas phase at a distorted geometry.

```
10
Properties=species:S:1:pos:R:3
C 0.872 0.318 0.022
N -0.502 0.281 -0.014
N -1.199 -1.043 -0.042
C -2.447 -0.620 0.049
N -2.579 0.742 -0.007
N -1.355 1.199 -0.014
H 1.323 -0.591 0.226
H 1.386 0.426 -0.880
H 1.354 1.085 0.779
H -3.323 -1.311 0.113
```

Results
SMILES: Cn1ncnn1
E_HOMO, Ha: -0.3896
Strongest force on any atom, hartree/bohr: 0.12964
LUMO level, eV: 0.93
E_tot, eV: -8096.818
Energy above the lowest of the compared OMol25 structures with the same formula, charge and spin, kJ/mol: 240.9

13.
Density functional theory data (the ωB97M-V functional and the def2-TZVPD basis) for 2 unconnected molecules or ions with the total composition C2H4N4 at a distorted geometry.

```
10
Properties=species:S:1:pos:R:3
C 0.694 -0.095 1.488
N 0.441 1.068 0.628
N -1.790 -0.839 -0.601
C -1.685 -0.550 -1.713
N 0.942 0.900 -1.668
N 0.736 0.931 -0.551
H 1.666 0.018 1.983
H 0.669 -1.038 0.931
H -0.091 -0.117 2.246
H -1.582 -0.276 -2.744
```

Results
E_HOMO, Ha: -0.3496
Strongest force on any atom, hartree/bohr: 0.02411
LUMO level, eV: 1.08
E_tot, eV: -8096.382
Energy above the lowest of the compared OMol25 structures with the same formula, charge and spin, kJ/mol: 282.9

14.
Density functional theory data (the ωB97M-V functional and the def2-TZVPD basis) for C2H4N4 in the gas phase.

```
10
Properties=species:S:1:pos:R:3
N -1.569 0.097 -0.014
C -0.197 -0.093 -0.148
C 0.838 0.985 -0.199
N 1.770 0.311 0.361
N 0.818 -0.839 0.667
N 0.333 -1.319 -0.620
H -2.068 -0.761 0.183
H -1.804 0.828 0.645
H 0.874 2.004 -0.579
H 1.024 -1.227 -1.364
```

Results
SMILES: N[C@@]12C=NN1N2
E_HOMO, Ha: -0.3458
Strongest force on any atom, hartree/bohr: 0.00756
LUMO level, eV: 0.71
E_tot, eV: -8095.086
Energy above the lowest of the compared OMol25 structures with the same formula, charge and spin, kJ/mol: 408.0

15.
Density functional theory data (the ωB97M-V functional and the def2-TZVPD basis) for C2H4N4 in the gas phase.

```
10
Properties=species:S:1:pos:R:3
N -1.752 0.848 -0.383
C -0.545 0.250 -0.067
N -0.369 -0.679 0.916
C 0.886 -1.046 0.732
N 1.423 -0.370 -0.291
N 0.518 0.488 -0.816
H -2.330 1.151 0.386
H -1.606 1.578 -1.068
H 1.431 -1.799 1.287
H 2.344 -0.422 -0.696
```

Results
SMILES: Nc1nc[nH]n1
E_HOMO, Ha: -0.3203
Strongest force on any atom, hartree/bohr: 0.00556
LUMO level, eV: 1.02
E_tot, eV: -8099.267
Energy above the lowest of the compared OMol25 structures with the same formula, charge and spin, kJ/mol: 4.5

16.
Density functional theory data (the ωB97M-V functional and the def2-TZVPD basis) for a molecular structure, C2H4N4 at a distorted geometry.

```
10
Properties=species:S:1:pos:R:3
N -1.657 -0.131 -0.371
C -0.367 0.067 0.059
N 0.381 -1.040 0.081
C 1.658 -0.632 0.107
N 2.004 0.626 0.213
N 0.200 1.234 0.268
H -2.404 0.355 0.097
H -1.810 -1.126 -0.454
H 2.423 -1.419 -0.094
H -0.428 2.065 0.094
```

Results
E_HOMO, Ha: -0.3460
Strongest force on any atom, hartree/bohr: 0.04764
LUMO level, eV: -0.21
E_tot, eV: -8096.931
Energy above the lowest of the compared OMol25 structures with the same formula, charge and spin, kJ/mol: 230.0

17.
Density functional theory data (the ωB97M-V functional and the def2-TZVPD basis) for C2H4N4 in the gas phase.

```
10
Properties=species:S:1:pos:R:3
N 1.941 -0.069 -0.347
C 0.591 -0.013 -0.081
N -0.113 1.156 0.005
C -1.351 0.730 0.133
N -1.383 -0.622 0.175
N -0.123 -1.112 0.024
H 2.449 0.739 -0.024
H 2.347 -0.951 -0.066
H -2.210 1.384 0.241
H -2.130 -1.253 -0.064
```

Results
SMILES: Nc1nc[nH]n1
E_HOMO, Ha: -0.3201
Strongest force on any atom, hartree/bohr: 0.00898
LUMO level, eV: 1.07
E_tot, eV: -8099.231
Energy above the lowest of the compared OMol25 structures with the same formula, charge and spin, kJ/mol: 8.1

18.
Density functional theory data (the ωB97M-V functional and the def2-TZVPD basis) for 2 unconnected molecules or ions with the total composition C2H4N4 at a distorted geometry.

```
10
Properties=species:S:1:pos:R:3
N 2.006 0.055 0.192
C 0.710 0.411 -0.065
C -0.251 1.139 -0.331
N -2.010 -0.254 -0.103
N -1.313 -1.205 0.324
N -0.209 -1.524 0.431
H 2.693 0.562 -0.355
H 2.181 -0.941 0.214
H -0.888 1.933 -0.661
H -2.919 -0.177 0.354
```

Results
E_HOMO, Ha: -0.3202
Strongest force on any atom, hartree/bohr: 0.02716
LUMO level, eV: 0.49
E_tot, eV: -8094.310
Energy above the lowest of the compared OMol25 structures with the same formula, charge and spin, kJ/mol: 482.9

19.
Density functional theory data (the ωB97M-V functional and the def2-TZVPD basis) for C2H4N4O in the gas phase.

```
11
Properties=species:S:1:pos:R:3
N 2.242 0.313 -0.058
C 0.813 0.011 -0.024
N 1.515 -1.052 -0.130
N -1.327 -1.359 -0.039
C -1.384 -0.091 0.048
O -2.537 0.613 0.133
N -0.246 0.723 0.065
H 2.761 0.474 0.799
H 2.689 0.607 -0.920
H -2.255 -1.769 -0.035
H -2.302 1.550 0.188
```

Results
E_HOMO, Ha: -0.3321
Strongest force on any atom, hartree/bohr: 0.00990
LUMO level, eV: 0.38
E_tot, eV: -10144.010
Energy above the lowest of the compared OMol25 structures with the same formula, charge and spin, kJ/mol: 301.5

20.
Density functional theory data (the ωB97M-V functional and the def2-TZVPD basis) for 2 unconnected molecules or ions with the total composition C2H4N4O at a distorted geometry.

```
11
Properties=species:S:1:pos:R:3
C 1.366 1.474 -0.552
C 0.149 -0.750 -0.637
N 1.062 -0.959 0.189
N 2.131 -0.846 0.607
N -1.931 -0.437 0.649
N -1.172 -0.765 -0.508
O 2.332 1.137 0.038
H 1.062 2.475 -0.694
H -1.518 0.390 1.074
H -1.873 -1.281 1.196
H -1.608 -0.438 -1.362
```

Results
E_HOMO (spin up / spin down), Ha: -0.2811 / -0.2795
Strongest force on any atom, hartree/bohr: 0.06950
LUMO level (spin up / spin down), eV: 0.02 / 0.11
E_tot, eV: -10139.944
Energy above the lowest of the compared OMol25 structures with the same formula, charge and spin, kJ/mol: 693.8